Density functional theory data (ωB97M-V with the def2-TZVPD basis set) for a 14-piece molecular cluster, C23H71FN3O16 overall in a non-equilibrium geometry.

## Properties
LUMO   -3.4 eV
E_HOMO   -10.8321 eV
2S+1   1
Relative energy (zero: lowest compared OMol25 entry of this formula, charge and spin)   344.7 kJ/mol
Total charge   +1
Frontier orbital gap   7.5 eV

```
114
C23H71FN3O16 | the OMol25 dataset | ωB97M-V with the def2-TZVPD basis set
C -2.858 2.018 2.175
C -1.756 0.818 2.264
C -1.015 0.785 0.810
C 0.574 0.461 0.866
N 1.386 1.083 -0.228
C 1.216 0.858 -1.536
N 2.084 1.598 -2.493
C 1.180 2.557 -3.265
C 0.798 1.890 -4.700
C -0.800 1.933 -4.958
O -1.510 2.962 -4.894
O -1.472 0.680 -5.235
N 0.170 -0.056 -1.999
C 0.650 -1.460 -2.151
C 2.043 -1.616 -2.935
O 2.135 -1.809 -4.178
F 3.251 -1.581 -2.169
H -3.145 2.098 1.055
H -3.811 1.768 2.760
H -2.361 3.004 2.509
H -1.033 0.925 3.155
H -2.302 -0.191 2.380
H -1.154 1.759 0.211
H -1.534 -0.059 0.213
H 0.785 -0.690 0.878
H 0.980 0.864 1.879
H 2.121 1.758 0.065
H 2.719 2.235 -1.966
H 0.208 2.625 -2.632
H 1.639 3.592 -3.406
H 1.391 2.317 -5.578
H 1.052 0.762 -4.583
H -0.816 0.053 -5.645
H -0.332 0.292 -2.829
H -0.141 -2.002 -2.802
H 0.691 -2.029 -1.153
C 6.229 1.879 -2.450
O 5.165 2.777 -2.163
H 5.966 0.890 -2.074
H 6.385 1.825 -3.530
H 7.142 2.221 -1.958
H 5.423 3.643 -2.506
C -5.597 4.000 0.742
O -5.317 3.480 2.036
H -5.703 3.169 0.043
H -6.527 4.569 0.770
H -4.773 4.642 0.418
H -5.228 4.235 2.632
C 1.681 -3.520 2.895
O 1.219 -2.647 1.871
H 2.046 -2.925 3.725
H 0.856 -4.153 3.237
H 2.492 -4.140 2.510
H 0.900 -3.202 1.146
C -5.648 0.317 -1.042
O -4.998 1.569 -1.214
H -6.064 0.273 -0.035
H -6.455 0.218 -1.772
H -4.926 -0.493 -1.171
H -4.639 1.582 -2.112
C 3.765 -4.888 5.614
O 3.585 -3.674 4.897
H 3.166 -5.668 5.141
H 4.818 -5.177 5.590
H 3.436 -4.758 6.648
H 4.124 -3.002 5.336
C 0.444 -5.707 -1.682
O 1.086 -4.450 -1.866
H 0.040 -5.753 -0.670
H -0.370 -5.812 -2.402
H 1.169 -6.513 -1.818
H 1.434 -4.438 -2.768
C 0.955 4.262 1.528
O -0.404 4.274 1.123
H 1.090 3.486 2.284
H 1.595 4.043 0.667
H 1.222 5.232 1.954
H -0.497 4.967 0.455
C 5.111 -4.392 0.991
O 3.749 -4.382 0.591
H 5.252 -5.168 1.744
H 5.747 -4.607 0.128
H 5.377 -3.421 1.417
H 3.652 -3.688 -0.074
C 1.160 -0.754 4.753
O 0.979 0.454 4.029
H 0.565 -1.538 4.284
H 2.215 -1.038 4.731
H 0.830 -0.619 5.786
H 1.518 1.128 4.468
C -9.312 2.756 0.090
O -8.664 4.007 -0.080
H -9.730 2.710 1.096
H -10.118 2.656 -0.641
H -8.588 1.946 -0.039
H -8.304 4.022 -0.977
C 2.096 -8.946 -3.685
O 1.396 -9.084 -2.457
H 1.379 -8.992 -4.505
H 2.613 -7.983 -3.709
H 2.817 -9.760 -3.791
H 2.053 -9.040 -1.749
C 4.021 2.760 3.627
O 3.310 2.617 4.848
H 3.312 2.722 2.799
H 4.540 3.722 3.614
H 4.742 1.946 3.523
H 3.959 2.654 5.562
C -4.767 5.390 -2.906
O -5.545 4.470 -2.157
H -5.394 6.238 -3.183
H -3.928 5.744 -2.300
H -4.393 4.906 -3.812
H -4.967 3.731 -1.925
```